# 1
{
  "formula": "C13H31BrFNO4Si",
  "method": "the ωB97M-V functional and the def2-TZVPD basis",
  "elements": ["C", "C", "C", "Si", "F", "Br", "C", "N", "C", "H", "H", "H", "H", "H", "H", "H", "H", "H", "H", "H", "C", "O", "C", "C", "O", "C", "H", "H", "H", "H", "H", "H", "H", "H", "H", "H", "C", "O", "C", "C", "O", "C", "H", "H", "H", "H", "H", "H", "H", "H", "H", "H"],
  "coordinates": [[-0.602, -4.379, -0.479], [-0.088, -3.846, -1.698], [1.440, -3.636, -1.856], [2.103, -2.165, -0.818], [1.334, -2.054, 0.679], [1.744, -0.226, -1.994], [3.988, -2.501, -0.596], [4.231, -3.673, 0.282], [4.643, -4.882, -0.452], [-0.551, -5.485, -0.332], [-1.076, -3.760, 0.313], [-0.798, -3.633, -2.535], [1.778, -3.439, -2.905], [1.958, -4.545, -1.440], [4.385, -1.576, -0.095], [4.416, -2.613, -1.624], [3.409, -3.836, 0.859], [3.805, -5.561, -0.756], [5.280, -5.485, 0.254], [5.273, -4.673, -1.345], [-0.060, 3.819, 3.276], [-0.129, 4.252, 1.925], [1.136, 4.657, 1.414], [1.760, 3.572, 0.551], [2.098, 2.424, 1.319], [1.142, 1.380, 1.186], [-0.991, 3.305, 3.512], [0.771, 3.130, 3.441], [0.040, 4.686, 3.938], [1.811, 4.942, 2.227], [0.962, 5.543, 0.796], [2.692, 3.955, 0.124], [1.095, 3.305, -0.277], [1.262, 0.885, 0.218], [0.118, 1.752, 1.283], [1.322, 0.652, 1.978], [-3.575, 3.101, -0.121], [-4.087, 1.987, 0.595], [-5.163, 1.346, -0.080], [-4.700, 0.085, -0.793], [-3.810, 0.388, -1.861], [-2.451, 0.177, -1.512], [-2.619, 3.380, 0.326], [-3.410, 2.868, -1.176], [-4.263, 3.949, -0.032], [-5.648, 2.032, -0.781], [-5.899, 1.070, 0.681], [-5.570, -0.410, -1.234], [-4.238, -0.612, -0.087], [-2.230, -0.895, -1.508], [-2.210, 0.605, -0.535], [-1.828, 0.660, -2.265]],
  "homo_lumo_gap_ev": 6.97,
  "fmax_ev_per_a": 2.44,
  "e_tot_ha": -3832.86863,
  "multiplicity": 1,
  "e_lumo_ev": -0.6,
  "de_lowest_ev": 0.860,
  "smiles": "C=CC[Si@](F)(Br)CNC.COCCOC.COCCOC",
  "homo_energy_ha": -0.2764
}

***

# 2
{
  "formula": "C6H10",
  "method": "the ωB97M-V functional and the def2-TZVPD basis",
  "elements": ["C", "C", "C", "C", "C", "C", "H", "H", "H", "H", "H", "H", "H", "H", "H", "H"],
  "coordinates": [[1.398, -0.523, -2.501], [0.316, -0.444, -1.720], [-0.241, 0.807, -1.190], [-0.587, 0.900, 0.117], [0.083, 0.127, 1.216], [-0.946, -0.375, 2.249], [2.249, -1.180, -2.359], [1.748, 0.387, -2.991], [-0.030, -1.326, -1.190], [-0.256, 1.680, -1.840], [-1.522, 1.406, 0.357], [0.671, -0.684, 0.781], [0.831, 0.764, 1.695], [-0.659, -1.337, 2.670], [-1.872, -0.575, 1.704], [-1.183, 0.374, 3.001]],
  "homo_lumo_gap_ev": 8.63,
  "fmax_ev_per_a": 1.83,
  "e_tot_ha": -234.51128,
  "multiplicity": 1,
  "e_lumo_ev": 0.6,
  "de_lowest_ev": 2.483,
  "smiles": "C=C/C=C\\CC",
  "homo_energy_ha": -0.2936
}

***

# 3
{
  "formula": "C13H21AsCrO9S",
  "method": "the ωB97M-V functional and the def2-TZVPD basis",
  "elements": ["Cr", "C", "O", "C", "C", "O", "C", "H", "H", "H", "H", "H", "H", "H", "H", "H", "H", "O", "As", "O", "O", "C", "C", "C", "C", "C", "C", "S", "O", "O", "O", "H", "H", "H", "H", "H", "C", "C", "C", "O", "H", "H", "H", "H", "H", "H"],
  "coordinates": [[0.182, -0.200, 0.326], [1.532, 1.379, -1.796], [0.336, 1.340, -0.988], [0.071, 2.586, -0.321], [-1.198, 2.371, 0.461], [-0.985, 1.183, 1.240], [-2.087, 0.815, 2.081], [1.413, 2.153, -2.553], [1.626, 0.402, -2.260], [2.392, 1.580, -1.156], [-0.053, 3.376, -1.064], [0.914, 2.813, 0.336], [-2.061, 2.219, -0.194], [-1.389, 3.209, 1.134], [-2.348, 1.664, 2.713], [-1.739, -0.008, 2.699], [-2.942, 0.523, 1.468], [0.799, -0.353, 3.655], [2.258, -0.199, 2.691], [3.329, 0.736, 3.453], [1.620, 0.439, 1.185], [3.000, -1.928, 2.273], [4.212, -2.161, 2.908], [4.894, -3.358, 2.700], [4.377, -4.324, 1.860], [3.168, -4.102, 1.207], [2.497, -2.913, 1.414], [1.001, -2.661, 0.544], [0.129, -1.855, 1.469], [0.458, -3.901, 0.103], [1.247, -1.657, -0.550], [1.010, 0.098, 4.487], [4.617, -1.398, 3.560], [5.834, -3.530, 3.207], [4.906, -5.254, 1.709], [2.743, -4.851, 0.553], [-2.768, -2.567, 0.414], [-2.146, -1.909, -0.764], [-2.402, -2.457, -2.121], [-1.400, -0.926, -0.649], [-3.831, -2.302, 0.409], [-2.306, -2.257, 1.344], [-2.715, -3.650, 0.303], [-1.662, -3.255, -2.257], [-2.242, -1.701, -2.884], [-3.388, -2.911, -2.198]],
  "charge": 1,
  "homo_lumo_gap_ev": [8.64, 9.13],
  "fmax_ev_per_a": 0.65,
  "e_tot_ha": -4863.36136,
  "multiplicity": 2,
  "e_lumo_ev": [-4.1, -3.6],
  "de_lowest_ev": 0.000,
  "homo_energy_ha": [-0.4672, -0.4673]
}

***

# 4
{
  "formula": "C34H61IN2O9",
  "method": "the ωB97M-V functional and the def2-TZVPD basis",
  "elements": ["C", "C", "C", "C", "C", "C", "C", "C", "C", "C", "C", "C", "C", "C", "N", "C", "I", "C", "N", "C", "C", "O", "H", "H", "H", "H", "H", "H", "H", "H", "H", "H", "H", "H", "H", "H", "H", "H", "H", "H", "H", "H", "H", "H", "H", "H", "H", "H", "H", "H", "H", "C", "C", "O", "C", "C", "O", "H", "H", "H", "H", "H", "H", "H", "H", "C", "C", "O", "C", "C", "O", "H", "H", "H", "H", "H", "H", "H", "H", "C", "C", "O", "C", "C", "O", "H", "H", "H", "H", "H", "H", "H", "H", "C", "C", "O", "C", "C", "O", "H", "H", "H", "H", "H", "H", "H", "H"],
  "coordinates": [[-4.935, 3.694, -0.942], [-3.385, 3.899, -0.809], [-2.797, 2.980, 0.330], [-1.504, 2.217, -0.111], [-0.213, 2.827, 0.508], [0.075, 4.215, -0.162], [0.444, 5.298, 0.885], [-0.743, 5.782, 1.763], [-0.193, 6.881, 2.733], [-1.062, 6.918, 4.024], [-0.888, 5.608, 4.889], [-0.421, 5.943, 6.343], [0.826, 5.152, 6.830], [1.776, 6.042, 7.598], [2.547, 6.597, 8.190], [0.514, 3.813, 7.598], [0.340, 2.136, 6.214], [1.746, 3.491, 8.420], [2.620, 3.400, 9.099], [-0.663, 3.904, 8.621], [-2.045, 3.483, 8.081], [-2.478, 3.762, 7.025], [-5.095, 2.676, -1.324], [-5.321, 4.473, -1.619], [-5.346, 3.818, 0.074], [-2.890, 3.624, -1.756], [-3.166, 4.957, -0.576], [-2.575, 3.589, 1.223], [-3.590, 2.255, 0.586], [-1.362, 2.199, -1.205], [-1.631, 1.173, 0.213], [0.621, 2.130, 0.366], [-0.379, 2.939, 1.599], [0.971, 4.065, -0.794], [-0.754, 4.562, -0.798], [1.213, 4.880, 1.560], [0.866, 6.189, 0.382], [-1.125, 4.903, 2.315], [-1.594, 6.159, 1.166], [-0.281, 7.829, 2.167], [0.879, 6.729, 2.948], [-0.867, 7.833, 4.610], [-2.111, 6.998, 3.676], [-1.857, 5.089, 4.861], [-0.117, 5.006, 4.378], [-0.121, 7.007, 6.315], [-1.284, 5.893, 7.023], [1.391, 4.870, 5.922], [-0.657, 4.907, 9.086], [-0.425, 3.189, 9.431], [-2.685, 2.868, 8.764], [-2.197, -3.757, -0.414], [-2.156, -2.637, -1.433], [-1.552, -1.454, -0.882], [-0.232, -1.228, -0.889], [0.704, -2.369, -1.200], [0.185, -0.139, -0.574], [-1.194, -4.062, -0.112], [-2.715, -4.626, -0.822], [-2.716, -3.431, 0.490], [-1.662, -2.941, -2.361], [-3.175, -2.357, -1.703], [0.971, -2.877, -0.274], [1.605, -1.960, -1.650], [0.298, -3.085, -1.912], [3.175, 0.166, 1.714], [3.403, -1.112, 2.491], [3.274, -2.261, 1.644], [4.280, -2.773, 0.915], [5.530, -1.952, 0.714], [4.140, -3.840, 0.376], [3.926, 0.300, 0.933], [3.210, 1.032, 2.379], [2.204, 0.140, 1.220], [4.358, -1.118, 3.020], [2.630, -1.213, 3.253], [5.417, -1.343, -0.183], [6.368, -2.633, 0.580], [5.779, -1.316, 1.561], [-3.686, -7.665, -3.646], [-3.629, -6.546, -4.664], [-3.024, -5.370, -4.115], [-1.700, -5.145, -4.110], [-0.760, -6.284, -4.402], [-1.287, -4.055, -3.796], [-2.688, -7.978, -3.338], [-4.207, -8.531, -4.056], [-4.209, -7.334, -2.747], [-3.133, -6.847, -5.588], [-4.643, -6.257, -4.941], [-0.505, -6.787, -3.469], [0.145, -5.877, -4.846], [-1.153, -7.005, -5.114], [3.350, -5.208, -9.744], [2.619, -4.813, -8.478], [1.606, -5.767, -8.139], [1.831, -6.873, -7.408], [3.253, -7.324, -7.179], [0.899, -7.523, -7.015], [3.880, -6.154, -9.623], [4.072, -4.441, -10.025], [2.642, -5.342, -10.564], [3.297, -4.648, -7.639], [2.097, -3.870, -8.640], [3.547, -8.001, -7.980], [3.294, -7.856, -6.230], [3.966, -6.506, -7.106]],
  "homo_lumo_gap_ev": 9.12,
  "fmax_ev_per_a": 6.61,
  "e_tot_ha": -2416.40117,
  "multiplicity": 1,
  "e_lumo_ev": -0.4,
  "smiles": "CCCCCCCCCCCC[C@@H](C#N)[C@@](I)(C#N)CC=O.CCOC(C)=O.CCOC(C)=O.CCOC(C)=O.CCOC(C)=O",
  "homo_energy_ha": -0.3505
}

***

# 5
{
  "formula": "C12H28B2O11PS2",
  "method": "the ωB97M-V functional and the def2-TZVPD basis",
  "elements": ["C", "C", "O", "B", "O", "B", "O", "C", "C", "P", "O", "O", "O", "O", "H", "H", "H", "H", "H", "H", "H", "H", "H", "H", "H", "H", "C", "C", "C", "S", "O", "O", "C", "H", "H", "H", "H", "H", "H", "H", "H", "C", "C", "C", "S", "O", "O", "C", "H", "H", "H", "H", "H", "H", "H", "H"],
  "coordinates": [[3.364, 2.696, -0.382], [1.859, 2.657, -0.628], [1.371, 3.974, -0.863], [0.154, 4.055, -1.548], [0.156, 5.028, -2.570], [-1.164, 3.030, -1.209], [-1.918, 3.198, 0.087], [-3.102, 2.456, -0.091], [-3.156, 2.063, -1.600], [-2.918, 0.277, -1.935], [-4.177, -0.469, -1.765], [-1.711, -0.379, -1.105], [-2.312, 0.151, -3.406], [-2.275, 2.931, -2.223], [3.804, 3.605, -0.778], [3.592, 2.587, 0.677], [3.829, 1.849, -0.885], [1.346, 2.225, 0.228], [1.630, 1.999, -1.462], [0.448, 4.638, -3.393], [-0.681, 1.875, -1.163], [-3.937, 3.145, 0.080], [-3.219, 1.625, 0.613], [-4.193, 2.205, -1.921], [-1.723, -0.075, -0.183], [-1.375, -0.074, -3.351], [0.179, -0.396, 5.063], [0.966, 0.806, 4.521], [1.141, 0.600, 3.012], [-0.264, -0.384, 2.476], [0.203, -1.672, 2.024], [-1.136, 0.420, 1.664], [-0.990, -0.592, 4.102], [-0.168, -0.229, 6.082], [0.812, -1.287, 5.064], [0.401, 1.722, 4.703], [1.932, 0.912, 5.013], [1.133, 1.532, 2.453], [2.038, 0.033, 2.773], [-1.454, -1.573, 4.156], [-1.742, 0.187, 4.222], [1.626, -4.893, -1.704], [0.149, -4.793, -1.288], [-0.163, -3.313, -1.028], [0.966, -2.388, -2.067], [1.883, -1.651, -1.237], [0.252, -1.738, -3.136], [1.840, -3.798, -2.747], [1.870, -5.877, -2.104], [2.268, -4.711, -0.840], [-0.480, -5.166, -2.099], [-0.064, -5.395, -0.406], [-1.179, -3.032, -1.297], [0.038, -3.015, 0.000], [2.881, -3.527, -2.904], [1.368, -4.050, -3.696]],
  "charge": -1,
  "homo_lumo_gap_ev": 5.77,
  "fmax_ev_per_a": 0.85,
  "e_tot_ha": -2489.34926,
  "multiplicity": 1,
  "e_lumo_ev": 2.0,
  "homo_energy_ha": -0.1367
}

***

# 6
{
  "formula": "C3H4ClNS3",
  "method": "the ωB97M-V functional and the def2-TZVPD basis",
  "elements": ["S", "C", "S", "C", "C", "Cl", "N", "S", "H", "H", "H", "H"],
  "coordinates": [[-0.939, 2.043, -2.860], [-0.530, 1.080, -1.659], [0.437, 1.640, -0.272], [0.337, 0.054, 0.578], [-0.628, 0.107, 1.718], [0.084, 0.797, 3.109], [0.780, -1.092, 0.184], [1.813, -1.282, -1.163], [-0.718, -0.069, -1.733], [-0.885, -1.019, 2.067], [-1.582, 0.468, 1.153], [1.831, -2.728, -1.121]],
  "homo_lumo_gap_ev": 8.52,
  "fmax_ev_per_a": 5.12,
  "e_tot_ha": -1826.13575,
  "multiplicity": 1,
  "e_lumo_ev": -0.5,
  "de_lowest_ev": 1.460,
  "smiles": "S=CS/C(CCl)=N\\S",
  "homo_energy_ha": -0.3319
}

***

# 7
{
  "formula": "C20H26InN11O9S2",
  "method": "the ωB97M-V functional and the def2-TZVPD basis",
  "elements": ["In", "N", "N", "C", "N", "N", "N", "O", "O", "H", "H", "H", "H", "H", "O", "C", "C", "O", "C", "C", "O", "C", "O", "O", "N", "C", "C", "C", "C", "C", "C", "S", "O", "O", "N", "C", "S", "C", "C", "N", "H", "H", "H", "H", "H", "H", "H", "H", "C", "N", "C", "C", "N", "N", "C", "C", "H", "H", "H", "H", "H", "H", "H", "H", "H", "H", "H", "H", "H"],
  "coordinates": [[-1.110, -1.809, 1.109], [0.631, -1.111, 2.830], [0.274, 0.056, 3.534], [-1.001, 0.474, 3.455], [-1.300, 1.652, 3.985], [-1.842, -0.393, 2.867], [-3.192, -0.192, 2.922], [-3.835, -0.985, 2.262], [-3.688, 0.709, 3.586], [0.603, -1.913, 3.456], [1.573, -0.968, 2.478], [1.012, 0.749, 3.602], [-0.556, 2.309, 4.155], [-2.260, 1.952, 3.987], [-1.437, -7.998, 1.649], [-1.387, -6.805, 1.547], [-1.661, -5.987, 0.279], [-1.917, -6.424, -0.819], [-1.487, -4.591, 0.687], [-1.138, -4.495, 2.024], [-0.907, -3.330, 2.573], [-1.054, -5.807, 2.662], [-0.756, -6.075, 3.802], [-1.602, -3.533, -0.063], [4.417, 4.703, -3.080], [3.762, 4.004, -2.087], [2.369, 3.850, -2.132], [1.710, 3.193, -1.116], [2.426, 2.676, -0.040], [3.804, 2.823, 0.018], [4.467, 3.484, -1.000], [1.550, 1.817, 1.215], [2.541, 1.255, 2.126], [0.588, 2.716, 1.811], [0.713, 0.667, 0.504], [1.330, -0.373, -0.081], [2.873, -0.407, -0.889], [2.637, -2.077, -1.287], [1.456, -2.506, -0.806], [0.731, -1.553, -0.122], [3.944, 4.796, -3.963], [5.409, 4.556, -3.163], [1.814, 4.261, -2.967], [0.632, 3.076, -1.149], [4.345, 2.405, 0.856], [5.543, 3.601, -0.955], [3.376, -2.643, -1.827], [1.050, -3.503, -0.900], [-2.303, 2.242, -2.511], [-1.984, 1.590, -1.252], [-2.191, 2.379, -0.050], [-1.849, 0.242, -1.161], [-2.268, -0.422, -0.104], [-1.284, -0.405, -2.202], [-0.215, 0.179, -2.991], [-1.620, -1.785, -2.522], [-1.503, 2.911, -2.839], [-3.214, 2.832, -2.391], [-2.481, 1.500, -3.284], [-1.841, 3.394, -0.234], [-1.597, 1.969, 0.764], [-3.250, 2.430, 0.231], [-2.964, 0.097, 0.412], [0.151, 1.087, -2.517], [-0.536, 0.403, -4.012], [0.611, -0.534, -3.040], [-2.455, -2.120, -1.918], [-0.780, -2.452, -2.328], [-1.877, -1.845, -3.582]],
  "homo_lumo_gap_ev": 7.05,
  "fmax_ev_per_a": 0.21,
  "e_tot_ha": -3043.69027,
  "multiplicity": 1,
  "e_lumo_ev": -0.4,
  "de_lowest_ev": 0.000,
  "homo_energy_ha": -0.2738
}

***

# 8
{
  "formula": "C12H33CsN4O3PSSe4",
  "method": "the ωB97M-V functional and the def2-TZVPD basis",
  "elements": ["Cs", "Se", "Se", "Se", "Se", "N", "C", "C", "C", "C", "N", "H", "H", "H", "H", "H", "H", "H", "H", "H", "H", "H", "H", "C", "O", "P", "O", "C", "O", "C", "H", "H", "H", "H", "H", "H", "H", "H", "H", "C", "N", "C", "C", "S", "N", "C", "C", "H", "H", "H", "H", "H", "H", "H", "H", "H", "H", "H", "H"],
  "coordinates": [[-1.070, 0.746, 1.836], [-3.712, 2.477, 0.341], [-3.545, 3.452, 2.475], [-3.577, 1.732, 4.114], [-1.479, 1.787, 5.165], [0.612, -4.849, -0.497], [0.790, -4.580, -1.925], [0.578, -3.102, -2.227], [1.777, -2.228, -1.872], [1.498, -0.740, -2.053], [0.681, -0.223, -0.953], [1.077, -4.149, 0.069], [0.986, -5.751, -0.234], [0.052, -5.172, -2.472], [1.779, -4.880, -2.300], [-0.304, -2.749, -1.688], [0.370, -2.984, -3.295], [2.628, -2.520, -2.496], [2.082, -2.392, -0.833], [0.945, -0.591, -2.985], [2.446, -0.196, -2.156], [0.352, 0.710, -1.184], [1.284, -0.073, -0.149], [0.979, -4.524, 3.864], [-0.241, -4.447, 3.142], [-0.470, -3.054, 2.300], [-1.996, -3.369, 1.862], [-2.346, -3.262, 0.477], [-0.680, -1.978, 3.477], [-1.701, -2.086, 4.493], [1.129, -5.564, 4.145], [0.943, -3.907, 4.765], [1.829, -4.194, 3.256], [-3.431, -3.299, 0.429], [-1.905, -4.080, -0.092], [-2.009, -2.310, 0.057], [-1.647, -1.168, 5.075], [-1.512, -2.965, 5.112], [-2.681, -2.172, 4.027], [1.224, 5.361, -2.982], [1.144, 4.029, -2.401], [2.078, 3.106, -3.015], [0.879, 3.910, -1.049], [1.835, 2.950, -0.045], [-0.180, 4.598, -0.601], [-1.318, 4.952, -1.447], [-0.449, 4.705, 0.827], [2.271, 5.681, -3.039], [0.684, 6.080, -2.376], [0.806, 5.371, -3.991], [1.957, 3.175, -4.098], [1.872, 2.088, -2.697], [3.117, 3.338, -2.754], [-1.200, 4.515, -2.434], [-1.418, 6.038, -1.538], [-2.218, 4.536, -0.987], [0.483, 4.768, 1.379], [-1.031, 3.852, 1.175], [-1.048, 5.600, 0.998]],
  "charge": -1,
  "homo_lumo_gap_ev": 5.06,
  "fmax_ev_per_a": 0.17,
  "e_tot_ha": -11287.33953,
  "multiplicity": 1,
  "e_lumo_ev": 2.0,
  "de_lowest_ev": 0.149,
  "homo_energy_ha": -0.1122
}